{
  "formula": "C7H17N3",
  "method": "ωB97M-V/def2-TZVPD",
  "total_energy_ha": -440.94481,
  "relative_energy_kj_mol": 667.5,
  "total_charge": 0,
  "gap_ev": [8.676, 8.672],
  "lumo_energy_ev": [0.92, 0.92],
  "symbols": ["C", "C", "C", "C", "C", "C", "C", "N", "N", "N", "H", "H", "H", "H", "H", "H", "H", "H", "H", "H", "H", "H", "H", "H", "H", "H", "H"],
  "coordinates": [[1.98101, -0.12360, -1.25193], [1.06824, -1.33796, -0.82307], [-3.69289, 0.02517, -0.39990], [1.93590, 1.91509, 0.15270], [1.44442, -1.05053, 1.68023], [-2.42254, -0.15810, 0.41178], [-1.18814, 0.50577, -0.26166], [1.35700, 1.04247, -0.76293], [0.56731, -1.09139, 0.54020], [0.00759, 0.15516, 0.53656], [3.09800, -0.00415, -0.98169], [2.01223, -0.20615, -2.28731], [0.30724, -1.45665, -1.55351], [1.43227, -2.35250, -0.66768], [-4.46508, -0.47812, 0.10388], [-3.69563, 1.20054, -0.35870], [-3.74442, -0.35436, -1.32670], [1.32103, 2.53297, 0.79078], [2.63269, 1.40071, 0.75215], [2.56060, 2.70797, -0.54914], [1.12992, -2.06982, 2.23414], [2.51989, -1.28182, 1.30203], [1.21480, -0.22623, 2.37474], [-2.33790, -1.22392, 0.48310], [-2.41211, 0.21458, 1.37058], [-1.25154, 0.22217, -1.36429], [-1.37987, 1.49271, -0.14437]],
  "forces_ev_per_angstrom": [[1.912, 0.902, 2.681], [1.384, -1.407, 2.778], [1.360, 4.808, 3.806], [2.907, 2.508, -2.478], [1.342, -5.114, 0.782], [1.012, -1.764, -2.863], [-0.448, -5.162, -0.736], [-4.663, -1.023, 0.202], [-2.408, 3.286, -2.128], [0.580, 1.997, -2.125], [-1.226, -1.320, 0.283], [-0.315, 0.294, -2.139], [-1.077, 0.361, -0.248], [1.161, -0.039, -0.877], [-1.486, 0.090, 1.020], [-1.392, -2.049, -0.699], [0.682, -1.056, -3.605], [-0.734, -0.176, -0.234], [1.333, -0.417, 1.191], [-1.085, -1.475, 1.874], [1.072, 2.169, -0.572], [-1.445, 1.092, 1.106], [0.577, -0.279, -0.829], [0.883, -0.809, 0.273], [-0.802, 0.911, 2.282], [0.709, 0.389, 1.195], [0.167, 3.285, 0.062]],
  "lowdin_charge": [-0.22, -0.12, -0.10, -0.20, -0.09, -0.26, -0.21, -0.10, -0.23, 0.00, 0.13, 0.07, 0.09, 0.11, 0.05, 0.12, 0.02, 0.06, 0.03, 0.13, 0.11, 0.11, 0.09, 0.09, 0.08, 0.13, 0.07]
}